ORCA calculation (the ωB97M-V functional and the def2-TZVPD basis) on 10 unconnected molecules or ions with the total composition C14H50O16P2 at a distorted geometry.

```
82
Properties=species:S:1:pos:R:3
C 8.31 -12.28 4.47
O 9.07 -13.35 4.98
P 10.65 -13.40 4.69
O 11.10 -13.07 3.33
O 11.28 -12.54 5.88
C 11.19 -11.11 5.82
O 10.98 -14.91 5.19
C 12.38 -15.20 5.27
H 7.54 -12.62 3.77
H 8.81 -11.41 4.04
H 7.78 -11.77 5.28
H 11.03 -10.67 4.83
H 12.14 -10.73 6.19
H 10.43 -10.74 6.51
H 12.74 -15.02 6.29
H 13.02 -14.55 4.67
H 12.43 -16.26 5.06
C 5.02 -5.57 0.80
O 4.40 -6.07 -0.38
P 3.71 -7.50 -0.39
O 4.55 -8.61 0.09
O 3.26 -7.72 -1.90
C 2.24 -6.85 -2.46
O 2.35 -7.24 0.42
C 1.71 -8.25 1.21
H 5.36 -6.34 1.49
H 4.30 -4.92 1.30
H 5.93 -5.06 0.49
H 1.79 -6.14 -1.76
H 1.43 -7.52 -2.74
H 2.70 -6.26 -3.25
H 1.36 -7.82 2.14
H 2.29 -9.17 1.24
H 0.83 -8.56 0.64
C 2.75 -10.13 6.91
O 3.12 -10.06 5.52
H 1.85 -10.77 6.95
H 3.53 -10.63 7.47
H 2.40 -9.18 7.31
H 2.28 -10.11 5.06
C 3.00 -6.51 4.25
O 3.33 -5.72 5.35
H 3.75 -6.48 3.45
H 2.89 -7.56 4.52
H 2.03 -6.28 3.79
H 3.38 -4.79 5.13
C 4.33 -13.26 3.18
O 4.20 -13.50 1.79
H 3.35 -13.33 3.62
H 4.89 -14.11 3.61
H 4.95 -12.40 3.46
H 5.08 -13.49 1.39
C 6.07 -9.28 3.10
O 6.15 -9.86 4.40
H 5.29 -8.51 3.18
H 7.03 -8.90 2.77
H 5.68 -10.03 2.41
H 5.33 -9.86 4.90
C 10.09 -10.06 1.47
O 9.40 -9.00 0.83
H 9.94 -10.95 0.85
H 11.16 -9.85 1.46
H 9.85 -10.18 2.53
H 8.52 -9.30 0.53
C 8.42 -7.49 5.36
O 8.73 -8.84 5.60
H 8.41 -7.30 4.27
H 7.40 -7.20 5.67
H 9.12 -6.80 5.82
H 8.10 -9.37 5.08
C 4.89 -8.29 7.37
O 3.64 -7.63 7.56
H 4.91 -9.25 7.88
H 5.10 -8.44 6.31
H 5.69 -7.65 7.78
H 3.63 -6.96 6.86
C 7.26 -9.16 -1.36
O 6.92 -9.99 -0.22
H 8.31 -9.34 -1.58
H 6.66 -9.35 -2.25
H 7.13 -8.13 -1.00
H 5.95 -9.95 -0.16
```

Calculated values
- DFT total energy (a.u.) = -2449.9691
- LUMO level (eV) = 0.11
- HOMO level (eV) = -9.6
- multiplicity = 1
- energy above the lowest of the compared OMol25 structures with the same formula, charge and spin (kJ/mol) = 163.9
- HOMO-LUMO gap (eV) = 9.68
- SMILES = COP(=O)(OC)OC.COP(=O)(OC)OC.CO.CO.CO.CO.CO.CO.CO.CO

Here are the Löwdin charges for atoms 1 to 2, given in e: C -0.126; O -0.187